1.
Molecular formula: C3H5N3
Method: DFT, wB97M-V/def2-TZVPD

Summary:
HOMO level ... -9.0 eV
DFT total energy ... -281.447126 a.u.
Net charge ... 0
LUMO level ... 0.82 eV
Energy relative to the best compared isomer or geometry (same formula, charge and spin) ... 89.7 kcal/mol
HOMO-LUMO gap ... 9.787 eV

Each line ends with the Löwdin charge.
Positions of all 11 atoms, in Å:
C -1.7785 -0.4672 0.0136  -0.09
C -0.4105 -0.9817 -0.0641  -0.33
N 0.5429 -1.6408 -0.1010  0.13
N 2.5876 0.0259 -0.3436  0.08
N 1.6879 0.8356 -0.1219  -0.22
C 0.6150 1.3634 -0.0805  0.06
H -1.9195 0.1788 0.8838  0.08
H -2.0492 0.0935 -0.8838  0.08
H -2.4265 -1.3413 0.1050  0.08
H 2.8555 -0.4431 0.5250  0.07
H 0.2953 2.3768 0.0674  0.06

Cartesian forces (eV/Å) of the 3 atoms listed first:
-0.147 -0.061 -0.003
0.567 -1.064 -0.006
-1.020 0.329 0.092

2.
Molecular formula: C39H63F7N6O27
Method: DFT, wB97M-V/def2-TZVPD

Summary:
HOMO level ... -9.1 eV
DFT total energy ... -4583.188418 a.u.
Net charge ... 0
LUMO level ... 0.14 eV
HOMO-LUMO gap ... 9.192 eV

Each line ends with the Löwdin charge.
Positions of all 142 atoms, in Å:
C 12.7835 10.6869 18.4399  -0.07
C 11.2164 10.5675 18.5568  -0.22
O 10.9895 10.9777 19.9451  0.11
C 12.1120 11.0712 20.6524  -0.58
O 12.1959 11.2779 21.7927  0.19
O 13.1566 10.9510 19.7690  0.06
F 10.8765 9.2523 18.3940  0.04
H 13.1214 11.4729 17.7580  0.10
H 13.2140 9.7304 18.1597  0.12
H 10.6055 11.1059 17.8392  0.13
C 7.5626 17.1755 15.7299  -0.04
C 8.6278 17.4340 16.8538  -0.25
O 9.6446 18.1626 16.1514  0.10
C 9.5257 17.9154 14.7795  -0.52
O 10.4175 18.1245 14.0641  0.19
O 8.2744 17.4341 14.5283  0.06
F 9.1096 16.2230 17.3079  0.04
H 6.6931 17.8396 15.7775  0.14
H 7.2700 16.1214 15.7781  0.13
H 8.2703 18.0612 17.6932  0.17
C 13.5799 19.1789 13.5496  0.01
C 14.3022 18.8864 14.8984  -0.31
O 15.5559 18.4278 14.5708  0.12
C 15.6902 18.2157 13.2079  -0.53
O 16.7019 17.9212 12.6784  0.19
O 14.4750 18.4414 12.6761  0.04
F 13.6160 17.9294 15.6109  0.05
H 13.4930 20.2150 13.1959  0.14
H 12.6130 18.6499 13.5689  0.12
H 14.3329 19.7562 15.5245  0.16
C 15.5916 15.1516 9.1042  -0.06
C 14.4670 16.1183 8.5376  -0.17
O 13.5527 16.2809 9.6494  0.14
C 14.0438 15.6503 10.6947  -0.59
O 13.5218 15.6518 11.7410  0.19
O 15.2721 15.1149 10.4421  0.04
F 13.7420 15.3874 7.5807  0.01
H 16.5885 15.4303 8.7520  0.14
H 15.3788 14.1613 8.6869  0.13
H 14.7509 17.0867 8.1232  0.17
C 15.1901 8.5675 16.1226  -0.06
C 16.0056 9.8015 16.2866  -0.33
O 16.6220 9.6493 17.5029  0.14
C 16.0767 8.6636 18.2752  -0.56
O 16.3102 8.4925 19.3958  0.21
O 15.2053 8.0002 17.4681  0.06
F 15.1322 10.8775 16.3957  0.03
H 15.6418 7.9087 15.3960  0.13
H 14.1468 8.7910 15.8920  0.11
H 16.7166 9.9109 15.4977  0.13
C 14.8774 11.7215 11.1273  -0.06
C 13.7854 10.6643 10.6657  -0.20
O 13.7520 9.6776 11.7368  0.12
C 14.7489 9.9648 12.6184  -0.50
O 15.1150 9.2751 13.5009  0.19
O 15.2804 11.1941 12.3419  0.04
F 14.2425 9.9560 9.5561  0.03
H 14.6371 12.7709 11.2633  0.12
H 15.7511 11.6303 10.4469  0.15
H 12.8188 11.0890 10.4285  0.13
C 18.2622 15.1534 14.4504  -0.03
C 17.0163 14.7809 13.5636  -0.22
O 16.8174 13.4440 13.9663  0.10
C 17.8067 12.9512 14.7091  -0.60
O 17.8853 11.8659 15.1541  0.19
O 18.7558 13.8647 14.7951  0.09
F 17.4163 14.6371 12.2390  0.03
H 18.0343 15.7372 15.3458  0.12
H 19.0167 15.6391 13.8591  0.13
H 16.1064 15.3763 13.6441  0.15
C 10.7573 10.4311 13.6934  0.01
C 11.2091 9.6379 14.8705  -0.52
O 12.0168 10.0259 15.6958  0.03
N 10.6236 8.4431 15.0043  0.02
C 11.0053 7.3769 15.8653  -0.07
H 10.9117 11.5108 13.7605  0.07
H 9.7580 10.1293 13.3872  0.09
H 11.3853 10.0585 12.8599  0.09
H 9.9869 8.2025 14.2555  0.14
H 10.2481 7.1981 16.6312  0.09
H 11.9278 7.5568 16.3934  0.08
H 11.1755 6.4613 15.2944  0.09
C 13.4810 15.9152 21.9118  0.00
C 12.5629 15.6728 20.7660  -0.49
O 13.0054 15.7368 19.5881  -0.02
N 11.3127 15.2645 21.0843  0.03
C 10.3637 14.7381 20.1203  -0.06
H 14.0134 16.8683 21.8275  0.09
H 14.3069 15.1878 22.0220  0.10
H 12.9674 15.8789 22.8716  0.07
H 11.1426 15.1467 22.0609  0.13
H 9.4471 15.3529 20.0673  0.08
H 10.0929 13.6904 20.3060  0.08
H 10.8769 14.7737 19.1576  0.06
C 15.3237 13.5338 18.0673  0.01
C 16.3078 14.6724 18.0273  -0.48
O 17.3299 14.6685 17.3762  0.06
N 15.9079 15.7658 18.8634  0.02
C 16.7415 16.9662 18.8122  -0.10
H 14.3179 13.7472 18.4050  0.06
H 15.6674 12.7288 18.7127  0.10
H 15.1863 13.1047 17.0684  0.07
H 14.8970 15.7817 18.9560  0.07
H 17.1975 17.2168 17.8427  0.07
H 17.6196 16.8824 19.4964  0.09
H 16.2444 17.9011 19.0744  0.07
C 10.3314 14.5903 12.1469  0.01
C 10.8301 13.7351 11.0472  -0.50
O 11.1641 12.5455 11.2335  0.00
N 10.8786 14.2779 9.7982  0.01
C 11.1301 13.4978 8.6436  -0.08
H 10.3462 15.6760 12.0321  0.09
H 10.8748 14.4725 13.0610  0.05
H 9.3395 14.2764 12.4954  0.09
H 10.5541 15.2208 9.7709  0.13
H 11.1889 14.1614 7.7845  0.09
H 10.3618 12.7366 8.4675  0.10
H 12.0819 12.9645 8.7539  0.08
C 12.2304 15.2118 15.8686  0.01
C 11.9161 13.7744 16.1196  -0.54
O 11.2235 13.3705 17.0453  0.01
N 12.5441 12.9049 15.3171  0.05
C 13.5020 13.1803 14.3064  -0.07
H 13.3185 15.2388 15.9173  0.08
H 11.8517 15.7337 16.7170  0.07
H 11.8395 15.5569 14.9033  0.09
H 12.4693 11.9138 15.5330  0.09
H 13.1351 12.8495 13.3174  0.08
H 14.4223 12.6212 14.4845  0.08
H 13.7141 14.2411 14.1843  0.07
C 8.1563 13.1836 15.1304  -0.01
C 7.4541 12.8907 16.4027  -0.54
O 6.2632 12.5123 16.4077  0.00
N 8.2038 12.9824 17.5303  0.02
C 7.6746 12.6022 18.8168  -0.07
H 7.4517 13.7306 14.4982  0.08
H 8.4644 12.3429 14.5057  0.08
H 9.0038 13.8663 15.2499  0.07
H 9.1343 13.3815 17.4161  0.09
H 8.4195 12.0272 19.3862  0.07
H 6.8236 11.9457 18.6552  0.08
H 7.3364 13.4559 19.4424  0.09

Cartesian forces (eV/Å) of the 3 atoms listed first:
-1.584 0.038 0.072
1.603 0.000 0.646
-1.895 -0.624 -1.922

3.
Molecular formula: C12H15ClMnO3
Method: DFT, wB97M-V/def2-TZVPD

Summary:
HOMO level (spin up / spin down) ... -16.9 / -16.7 eV
DFT total energy ... -2302.440368 a.u.
Net charge ... +2
Spin multiplicity ... 4
LUMO level (spin up / spin down) ... -9.97 / -11.42 eV
⟨S²⟩ ... 3.8923
Energy relative to the best compared isomer or geometry (same formula, charge and spin) ... 0.0 kcal/mol
HOMO-LUMO gap (spin up / spin down) ... 6.944 / 5.293 eV

Each line ends with the Löwdin spin population.
Positions of all 32 atoms, in Å:
Cl -0.5803 3.5672 -1.0935  0.24
C -2.4914 0.5597 -1.5415  -0.04
C -1.5847 -0.4791 -1.0778  -0.03
C -0.3427 -0.3316 -1.7988  -0.06
H -1.8280 -1.2848 -0.3859  0.00
C -0.4785 0.7890 -2.7267  -0.02
C -1.8291 1.2733 -2.6007  -0.06
H -2.2834 2.0567 -3.2115  0.00
H -3.5257 0.6985 -1.2202  0.00
H 0.5276 -0.9755 -1.7574  0.00
C 0.6225 1.3112 -3.5699  0.00
Mn -0.7543 1.3910 -0.7496  2.77
C 0.9518 1.2893 -0.0368  0.01
O 1.9571 1.3895 0.5402  0.04
C -1.6481 1.5992 0.8584  0.02
O -2.0691 2.1053 1.8218  0.05
H 1.5827 1.0179 -3.1314  0.00
H 0.5833 2.4058 -3.5942  0.00
H 0.5917 0.9305 -4.5964  0.00
C 1.5626 -1.1791 3.1529  0.00
C 1.4546 -2.4641 2.3162  0.00
C 0.7120 -1.9792 1.0743  0.00
O -0.1041 -0.8451 1.4480  0.06
C 0.2837 -0.4265 2.7720  0.00
H 1.6542 -1.3427 4.2275  0.00
H 2.4206 -0.5946 2.7986  0.00
H 0.8210 -3.1904 2.8445  0.00
H 2.4207 -2.9203 2.0738  0.00
H 1.4462 -1.6402 0.3245  0.00
H 0.0559 -2.7250 0.6099  0.00
H -0.5417 -0.6673 3.4613  0.00
H 0.4126 0.6614 2.7685  0.00

Cartesian forces (eV/Å) of the 3 atoms listed first:
-0.067 -1.263 0.419
0.362 -1.026 -1.150
-0.144 -0.433 -1.230

> Number 2 is which compound?

C39H63F7N6O27